Density functional theory data (wB97M-V/def2-TZVPD) for a structure of composition C6H11Ce2Cl4O2.

Multiplicity   3
LUMO level (alpha / beta)   2.398 / 2.390 eV
Net charge   -1
HOMO level (alpha / beta)   -2.674 / -3.150 eV

CARTESIAN COORDINATES (ANGSTROEM)
Ce 0.06 0.45 -2.62
Cl 0.83 -1.55 -0.99
C 1.99 1.49 -2.70
C -1.09 -0.91 -3.84
H 1.75 1.76 -3.76
H 1.87 2.26 -1.94
H 2.65 0.63 -2.56
H -0.88 -0.28 -4.73
H -2.09 -0.86 -3.40
H -0.48 -1.82 -3.74
Ce -0.39 0.35 0.72
C -2.15 -0.81 1.44
C -1.39 1.49 -1.20
H -3.06 -0.32 1.05
H -2.05 -1.89 1.21
H -1.94 -0.56 2.51
H -2.46 1.25 -1.61
H -0.81 2.43 -0.99
Cl 1.82 0.50 5.67
C 1.69 -0.67 4.36
Cl 3.30 -1.11 3.75
Cl 0.80 -2.11 4.89
C 0.88 0.00 3.19
O 0.41 1.14 3.16
O 0.75 -0.86 2.14

These are the Mulliken partial charges, in e, on atoms 1 to 6: 0.59, -0.50, -1.01, -0.95, 0.19, 0.28

=====

Density functional theory data (wB97M-V/def2-TZVPD) for a structure of composition C37H40IrN4OTe.

Multiplicity   2
LUMO level (alpha / beta)   -6.907 / -6.926 eV
Net charge   +2
HOMO level (alpha / beta)   -12.308 / -13.016 eV

CARTESIAN COORDINATES (ANGSTROEM)
Ir -0.02 -0.10 0.65
C 2.34 0.80 -1.67
C 2.87 0.61 -0.28
C 4.23 0.81 -0.02
C 4.74 0.61 1.24
C 3.88 0.20 2.25
C 2.55 0.03 1.96
N 2.04 0.25 0.71
C 1.58 -0.44 2.98
C 1.83 -0.71 4.31
C 0.77 -1.14 5.11
C -0.51 -1.31 4.59
C -0.71 -1.03 3.25
N 0.33 -0.62 2.51
C -1.98 -1.13 2.49
C -3.14 -1.59 3.06
C -4.28 -1.71 2.27
C -4.20 -1.38 0.93
C -3.00 -0.92 0.40
C -2.89 -0.56 -1.05
N -1.91 -0.77 1.17
H 3.15 0.66 -2.39
H 1.94 1.80 -1.80
H 1.54 0.10 -1.88
H 4.87 1.10 -0.84
H 5.79 0.76 1.44
H 4.25 0.01 3.25
H 2.81 -0.58 4.74
H 0.95 -1.35 6.15
H -1.31 -1.63 5.23
H -3.17 -1.87 4.10
H -5.21 -2.06 2.69
H -5.06 -1.47 0.28
H -3.65 -1.07 -1.63
H -1.91 -0.83 -1.44
H -3.01 0.52 -1.18
C 0.02 3.22 1.28
C -0.26 2.73 -0.13
O -0.34 3.58 -1.06
N -0.40 1.44 -0.30
Te -1.72 2.86 -3.14
C -2.17 4.79 -3.83
C -2.66 5.73 -2.92
C -2.92 5.45 -1.46
C -2.91 7.01 -3.39
C -2.71 7.36 -4.72
C -2.99 8.75 -5.21
C -2.27 6.38 -5.60
C -1.99 5.09 -5.19
C -1.53 4.08 -6.21
C 0.19 2.55 -3.96
C 1.12 3.58 -4.07
C 0.89 5.00 -3.61
C 2.33 3.29 -4.69
C 2.63 2.04 -5.21
C 3.93 1.75 -5.89
C 1.67 1.03 -5.08
C 0.45 1.26 -4.47
C -0.54 0.13 -4.36
H 0.22 4.29 1.24
H 0.88 2.70 1.71
H -0.85 3.04 1.91
H -3.01 4.39 -1.24
H -3.83 5.95 -1.15
H -2.10 5.83 -0.85
H -3.29 7.76 -2.70
H -3.29 9.41 -4.40
H -3.80 8.75 -5.95
H -2.11 9.18 -5.69
H -2.14 6.63 -6.65
H -1.66 4.47 -7.22
H -2.12 3.15 -6.15
H -0.48 3.82 -6.09
H 0.20 5.05 -2.77
H 0.49 5.60 -4.42
H 1.83 5.44 -3.29
H 3.07 4.08 -4.79
H 4.56 2.64 -5.94
H 3.77 1.39 -6.90
H 4.49 0.98 -5.36
H 1.88 0.04 -5.48
H -0.14 -0.78 -4.81
H -1.48 0.36 -4.86
H -0.77 -0.09 -3.31

These are the Mulliken partial charges, in e, on atoms 1 to 6: 0.66, -1.57, 1.19, -0.79, -0.81, -0.70

=====

Density functional theory data (wB97M-V/def2-TZVPD) for a structure of composition C23H59BBa2Br2N4O4.

Multiplicity   2
LUMO level (alpha / beta)   -9.405 / -9.405 eV
Net charge   +3
HOMO level (alpha / beta)   -15.667 / -15.731 eV

CARTESIAN COORDINATES (ANGSTROEM)
Ba -0.43 3.29 -2.78
Ba -1.39 -0.98 -3.79
B -1.05 0.78 -1.57
H -1.72 1.15 -2.33
H -0.98 -0.29 -1.60
H -0.07 1.13 -1.87
H -1.31 1.11 -0.58
C 0.00 -2.95 1.26
C 1.38 -2.77 0.63
C 2.44 -3.06 1.65
C 2.60 -4.50 2.04
C 2.92 -5.29 0.76
C 1.97 -5.14 -0.43
N 1.59 -3.71 -0.53
O 0.74 -3.46 -1.72
C 0.84 -6.17 -0.04
C 2.81 -5.66 -1.63
C 1.52 -1.37 0.23
H -0.19 -4.00 1.48
H -0.73 -2.61 0.53
H -0.01 -2.24 2.09
H 2.24 -2.56 2.59
H 3.43 -2.76 1.30
H 1.69 -4.82 2.55
H 3.46 -4.71 2.69
H 3.04 -6.35 1.00
H 3.89 -4.87 0.49
H 1.09 -7.22 -0.12
H -0.05 -5.96 -0.63
H 0.53 -6.02 1.00
H 3.58 -4.99 -1.98
H 2.20 -5.88 -2.51
H 3.37 -6.56 -1.38
H 1.04 -1.11 -0.72
H 2.55 -1.03 0.28
H 1.04 -0.70 0.94
Br -3.33 1.93 1.36
C -3.77 1.84 3.31
C -2.73 1.09 4.05
Br -3.04 1.27 6.03
H -4.79 1.45 3.40
H -3.76 2.88 3.63
H -1.76 1.53 3.79
H -2.76 0.03 3.80
C -3.67 -4.04 -0.29
C -3.49 -3.19 -1.53
C -4.02 -1.76 -1.21
O -3.88 -1.03 -2.40
C -4.47 0.26 -2.35
N -2.19 -3.31 -2.10
H -2.97 -4.87 -0.40
H -4.61 -4.57 -0.14
H -3.60 -3.43 0.61
H -4.20 -3.59 -2.25
H -3.34 -1.15 -0.61
H -5.02 -1.63 -0.82
H -5.54 0.15 -2.16
H -4.44 0.85 -3.27
H -4.15 0.92 -1.54
H -2.02 -4.29 -2.21
H -1.40 -2.99 -1.56
C 3.21 6.56 -1.30
C 2.60 5.44 -2.08
C 3.05 4.00 -1.48
O 2.18 2.91 -1.85
C 2.84 1.65 -1.66
N 1.20 5.52 -2.11
H 3.13 6.33 -0.24
H 2.82 7.58 -1.39
H 4.27 6.70 -1.53
H 2.93 5.49 -3.12
H 3.22 4.00 -0.40
H 4.01 3.82 -1.95
H 2.21 0.88 -2.12
H 3.37 1.53 -0.71
H 3.73 1.68 -2.29
H 1.02 6.28 -2.75
H 0.92 5.83 -1.20
C -1.21 4.94 2.23
C -0.46 4.46 0.95
C 0.13 3.08 1.19
O 0.99 3.11 2.28
C 1.74 1.97 2.47
N -1.28 4.37 -0.21
H -2.20 4.54 2.44
H -1.44 5.98 1.99
H -0.68 4.97 3.19
H 0.33 5.17 0.68
H 0.70 2.82 0.30
H -0.63 2.30 1.31
H 2.32 1.68 1.60
H 1.11 1.09 2.59
H 2.53 2.19 3.19
H -2.05 3.73 -0.14
H -1.70 5.29 -0.27

These are the Mulliken partial charges, in e, on atoms 1 to 6: 1.84, 1.83, 1.57, -0.16, -1.04, -0.38

=====

| no. | total energy (Eh) | strongest force on any atom (eV Å⁻¹) |
| --- | --- | --- |
| 1 | -3176.54360 | 5.53 |
| 2 | -2100.05328 | 0.59 |
| 3 | -6654.54724 | 6.26 |